{"formula": "C51H124AsF6N12O7Pb", "method": "ωB97M-V/def2-TZVPD", "elements": ["Pb", "As", "F", "F", "F", "F", "F", "F", "C", "C", "N", "C", "C", "C", "C", "H", "H", "H", "H", "H", "H", "H", "H", "H", "H", "H", "H", "H", "H", "H", "C", "C", "N", "C", "C", "C", "C", "H", "H", "H", "H", "H", "H", "H", "H", "H", "H", "H", "H", "H", "H", "H", "C", "C", "N", "C", "C", "C", "C", "H", "H", "H", "H", "H", "H", "H", "H", "H", "H", "H", "H", "H", "H", "H", "C", "C", "N", "C", "C", "C", "C", "H", "H", "H", "H", "H", "H", "H", "H", "H", "H", "H", "H", "H", "H", "H", "C", "C", "N", "C", "C", "C", "C", "H", "H", "H", "H", "H", "H", "H", "H", "H", "H", "H", "H", "H", "H", "H", "C", "C", "O", "N", "C", "H", "H", "H", "H", "H", "H", "H", "C", "C", "O", "N", "C", "H", "H", "H", "H", "H", "H", "H", "C", "C", "O", "N", "C", "H", "H", "H", "H", "H", "H", "H", "C", "C", "O", "N", "C", "H", "H", "H", "H", "H", "H", "H", "C", "C", "O", "N", "C", "H", "H", "H", "H", "H", "H", "H", "C", "C", "O", "N", "C", "H", "H", "H", "H", "H", "H", "H", "C", "C", "O", "N", "C", "H", "H", "H", "H", "H", "H", "H"], "positions_angstrom": [[-0.065, -5.247, 0.030], [0.097, -1.145, -0.159], [0.495, -2.861, -0.068], [-1.541, -1.557, -0.339], [-0.290, 0.499, -0.198], [1.772, -0.781, 0.029], [0.337, -1.239, -1.872], [-0.075, -1.120, 1.560], [1.960, 1.484, -2.860], [3.325, 2.145, -2.868], [3.634, 2.681, -4.191], [5.073, 2.851, -4.362], [5.713, 4.061, -3.687], [2.859, 3.898, -4.457], [3.072, 4.437, -5.852], [1.761, 0.889, -1.968], [1.746, 0.878, -3.743], [1.164, 2.237, -2.819], [3.418, 2.917, -2.090], [4.079, 1.371, -2.719], [5.562, 1.958, -3.960], [5.338, 2.838, -5.423], [6.798, 3.991, -3.728], [5.421, 4.989, -4.185], [5.408, 4.159, -2.643], [3.116, 4.684, -3.723], [1.811, 3.636, -4.317], [2.501, 5.360, -5.966], [2.787, 3.699, -6.602], [4.112, 4.701, -6.046], [-7.765, -3.455, -0.253], [-7.112, -3.208, -1.618], [-5.764, -3.735, -1.712], [-5.379, -3.926, -3.110], [-5.918, -5.245, -3.678], [-4.783, -2.951, -0.969], [-4.655, -1.464, -1.353], [-7.697, -4.518, 0.008], [-8.820, -3.187, -0.280], [-7.279, -2.941, 0.579], [-7.762, -3.630, -2.382], [-7.137, -2.116, -1.784], [-5.712, -3.103, -3.761], [-4.290, -3.976, -3.200], [-5.525, -5.447, -4.676], [-5.689, -6.057, -2.988], [-7.006, -5.221, -3.781], [-3.793, -3.402, -1.039], [-5.075, -3.017, 0.085], [-5.511, -0.888, -0.999], [-4.564, -1.311, -2.431], [-3.773, -1.051, -0.859], [0.048, 1.332, 8.465], [0.403, 1.102, 7.011], [-0.716, 0.790, 6.120], [-0.186, 0.580, 4.786], [0.624, -0.684, 4.662], [-1.657, 1.896, 6.116], [-2.939, 1.648, 5.317], [-0.452, 0.468, 8.912], [-0.582, 2.199, 8.635], [0.986, 1.437, 9.014], [0.886, 2.035, 6.653], [1.145, 0.307, 6.965], [-1.011, 0.460, 4.076], [0.352, 1.471, 4.405], [0.057, -1.549, 5.029], [0.861, -0.946, 3.629], [1.569, -0.716, 5.211], [-1.151, 2.817, 5.752], [-1.971, 2.120, 7.134], [-3.604, 2.502, 5.415], [-3.442, 0.769, 5.729], [-2.741, 1.446, 4.266], [-4.295, 4.867, -1.540], [-3.260, 5.692, -0.811], [-2.387, 4.914, 0.080], [-1.701, 5.758, 1.031], [-1.055, 4.954, 2.142], [-1.495, 3.994, -0.627], [-0.286, 4.636, -1.311], [-3.855, 4.081, -2.151], [-4.843, 5.521, -2.222], [-5.018, 4.441, -0.846], [-2.645, 6.282, -1.515], [-3.765, 6.446, -0.203], [-2.476, 6.369, 1.500], [-0.954, 6.421, 0.574], [-1.766, 4.278, 2.619], [-0.634, 5.610, 2.905], [-0.227, 4.336, 1.772], [-1.158, 3.215, 0.062], [-2.098, 3.482, -1.379], [0.479, 4.892, -0.575], [0.185, 3.901, -1.969], [-0.558, 5.509, -1.898], [2.393, 4.176, 4.650], [3.390, 3.856, 3.532], [3.384, 2.468, 3.095], [3.619, 1.510, 4.162], [4.170, 0.189, 3.622], [2.326, 2.151, 2.161], [2.577, 2.697, 0.769], [2.468, 5.218, 4.969], [2.502, 3.563, 5.547], [1.360, 4.012, 4.317], [3.129, 4.509, 2.706], [4.387, 4.073, 3.924], [4.385, 1.938, 4.809], [2.698, 1.301, 4.727], [4.585, -0.401, 4.447], [3.407, -0.413, 3.132], [5.017, 0.390, 2.961], [1.334, 2.502, 2.505], [2.181, 1.067, 2.108], [2.639, 3.786, 0.801], [1.764, 2.433, 0.086], [3.498, 2.312, 0.332], [-1.611, -3.411, -3.584], [-1.512, -4.833, -3.116], [-1.479, -5.098, -1.904], [-1.364, -5.784, -4.038], [-1.060, -7.159, -3.702], [-1.730, -3.329, -4.663], [-0.671, -2.930, -3.302], [-2.408, -2.873, -3.075], [-1.306, -5.494, -4.999], [-1.387, -7.812, -4.503], [-1.599, -7.421, -2.794], [0.007, -7.285, -3.504], [3.526, -5.433, -2.790], [2.374, -4.493, -2.563], [1.376, -4.846, -1.909], [2.459, -3.274, -3.057], [3.578, -2.685, -3.799], [4.278, -5.325, -2.008], [3.997, -5.275, -3.759], [3.159, -6.458, -2.764], [1.698, -2.648, -2.817], [3.521, -2.931, -4.859], [4.524, -3.053, -3.406], [3.538, -1.609, -3.654], [-5.087, 4.081, 2.469], [-4.620, 2.653, 2.287], [-5.158, 1.744, 2.902], [-3.608, 2.451, 1.409], [-3.129, 1.141, 1.061], [-4.686, 4.786, 1.744], [-4.885, 4.380, 3.494], [-6.169, 4.021, 2.334], [-3.204, 3.254, 0.933], [-3.838, 0.384, 1.385], [-2.153, 0.973, 1.537], [-2.935, 1.050, -0.009], [-1.967, 0.259, -3.592], [-2.543, -0.448, -4.791], [-3.738, -0.640, -4.926], [-1.653, -0.857, -5.747], [-0.225, -0.631, -5.769], [-1.834, 1.329, -3.759], [-0.960, -0.096, -3.366], [-2.598, 0.071, -2.727], [-2.107, -1.254, -6.554], [0.061, 0.416, -5.660], [0.170, -0.969, -6.726], [0.290, -1.221, -4.999], [6.684, 1.870, 0.483], [6.892, 1.283, -0.881], [7.765, 1.679, -1.634], [6.003, 0.325, -1.294], [4.891, -0.248, -0.579], [5.641, 1.811, 0.801], [7.036, 2.894, 0.492], [7.250, 1.304, 1.229], [6.251, -0.050, -2.196], [4.088, 0.480, -0.419], [5.084, -0.636, 0.427], [4.504, -1.047, -1.203], [-3.371, -4.359, 2.860], [-2.390, -3.528, 2.083], [-1.847, -3.997, 1.051], [-2.148, -2.287, 2.464], [-2.665, -1.660, 3.661], [-2.907, -4.773, 3.758], [-3.682, -5.181, 2.222], [-4.254, -3.807, 3.175], [-1.505, -1.732, 1.911], [-3.751, -1.692, 3.713], [-2.384, -0.608, 3.641], [-2.231, -2.095, 4.562], [3.058, -3.114, 2.289], [3.145, -4.387, 1.504], [2.129, -4.921, 1.023], [4.339, -4.981, 1.434], [4.599, -6.276, 0.845], [4.006, -2.851, 2.756], [2.336, -3.217, 3.100], [2.688, -2.320, 1.638], [5.124, -4.456, 1.780], [5.503, -6.236, 0.238], [3.779, -6.571, 0.198], [4.745, -7.017, 1.631]], "e_homo_ha": -0.3558, "relative_energy_kcal_mol": 9.10, "total_charge": 1, "energy_ha": -6229.259943, "molar_mass_g_mol": 1413.7, "multiplicity": 1}